# 1
# C4H9O2

2 unconnected molecules or ions with the total composition C4H9O2 in a non-equilibrium geometry (ωB97M-V/def2-TZVPD, the Open Molecules 2025 dataset).

Atoms and positions in Å:
C (-2.6354, -2.0606, -0.2711)
C (-1.1819, -2.3198, 0.1599)
H (-3.3232, -2.3445, 0.5351)
H (-2.8350, -1.0068, -0.4052)
H (-2.8858, -2.7106, -1.1120)
H (-1.0751, -3.3151, 0.6178)
H (-1.0746, -1.6685, 1.0335)
H (-0.4047, -2.3221, -0.5960)
C (0.6272, 0.9909, -1.1902)
C (1.2516, 1.2954, 0.2540)
O (2.1549, 0.6359, 0.6739)
O (0.5309, 2.2540, 0.6875)
H (-0.2210, 0.3421, -1.0186)
H (1.5042, 0.6540, -1.7143)
H (0.2881, 1.8351, -1.7923)

Calculated values
Energy relative to the best compared isomer or geometry (same formula, charge and spin) ... 37.3 kJ/mol
LUMO level (spin up / spin down) ... 0.78 / -2.91 eV
Spin multiplicity ... 2
HOMO-LUMO gap (spin up / spin down) ... 11.663 / 7.943 eV
E_HOMO (spin up / spin down) ... -10.8832 / -10.8492 eV
Expectation value of S² ... 0.76

***

# 2
# C17H23FeN2O3

A molecular structure, C17H23FeN2O3 in a non-equilibrium geometry (ωB97M-V/def2-TZVPD, the Open Molecules 2025 dataset).

Atoms and positions in Å:
O (5.0235, 4.5897, 0.8469)
C (4.2064, 3.7975, 0.8458)
Fe (2.8467, 2.5015, 0.8084)
C (4.2243, 1.2283, 0.7248)
O (5.0527, 0.4512, 0.6514)
C (2.7442, 2.4249, 2.6586)
O (2.6611, 2.3785, 3.7932)
C (1.2874, 0.9705, 0.4125)
C (0.4151, 1.7735, 1.1753)
C (0.4064, 3.1648, 1.2305)
C (1.2638, 4.0399, 0.5324)
C (2.0501, 3.8214, -0.6323)
C (2.3774, 2.5830, -1.2429)
C (2.0587, 1.2951, -0.7387)
H (1.2737, -0.0954, 0.6616)
H (-0.2237, 1.2595, 1.8827)
H (-0.2380, 3.6138, 1.9758)
H (1.2091, 5.0866, 0.8469)
H (2.5017, 4.7134, -1.0803)
H (3.0101, 2.6236, -2.1348)
H (2.5066, 0.4480, -1.2691)
C (-0.0241, -4.0889, 0.2000)
N (-1.1230, -3.2681, 0.7553)
C (-1.5913, -3.7435, 2.0625)
C (-2.2516, -2.9939, -0.1816)
C (-2.3746, -1.5018, -0.4751)
C (-3.5608, -1.1594, -1.4058)
C (-3.0538, -0.0222, -2.3091)
C (-1.5254, -0.1714, -2.3294)
N (-1.1450, -0.9830, -1.1502)
H (0.3528, -3.6357, -0.7147)
H (0.7894, -4.1524, 0.9194)
H (-0.3793, -5.0932, -0.0219)
H (-2.3064, -3.0418, 2.4885)
H (-2.0662, -4.7181, 1.9653)
H (-0.7489, -3.8328, 2.7454)
H (-2.0843, -3.5372, -1.1160)
H (-3.1870, -3.3810, 0.2347)
H (-2.4972, -0.9678, 0.4806)
H (-3.8314, -2.0391, -2.0003)
H (-4.4543, -0.8739, -0.8364)
H (-3.4832, -0.0705, -3.3185)
H (-3.3359, 0.9514, -1.8902)
H (-1.1910, -0.7012, -3.2285)
H (-1.0164, 0.8009, -2.3246)
H (-0.5684, -0.4445, -0.4982)

Calculated values
LUMO level (spin up / spin down) ... -2.52 / -7.25 eV
Net charge ... +1
Spin multiplicity ... 5
HOMO-LUMO gap (spin up / spin down) ... 5.509 / 3.243 eV
E_HOMO (spin up / spin down) ... -8.0322 / -10.4967 eV
Expectation value of S² ... 6.13

***

# 3
# C8H15BrNO

A molecular structure, C8H15BrNO in a non-equilibrium geometry (ωB97M-V/def2-TZVPD, the Open Molecules 2025 dataset).

Atoms and positions in Å:
C (1.4219, 0.1326, -0.3038)
C (-0.3337, 1.7045, 0.6762)
C (-0.5980, -0.6845, 0.8423)
C (0.7776, -1.0094, 0.2715)
C (0.8658, -1.6058, -1.1908)
C (1.6020, -1.9728, 1.1699)
C (-1.6466, 0.3308, -1.1329)
C (-0.0611, 3.9219, 0.2467)
N (-1.2214, 0.4890, 0.2874)
O (-0.6693, 2.7253, -0.0486)
Br (3.3050, 0.4382, -0.0646)
H (-1.2924, -1.5524, 0.7713)
H (-0.4966, -0.4983, 1.9620)
H (1.6260, -2.3106, -1.1409)
H (1.2437, -0.7625, -1.8208)
H (-0.1028, -1.9035, -1.5235)
H (2.5044, -2.2859, 0.5612)
H (1.0912, -2.8108, 1.4729)
H (1.9958, -1.5145, 2.0449)
H (-2.4431, 1.1416, -1.3148)
H (-0.8717, 0.6357, -1.7573)
H (-1.9977, -0.6932, -1.2981)
H (0.9880, 3.7382, 0.3711)
H (-0.5378, 4.4830, 1.2008)
H (-0.3407, 4.6655, -0.4535)
H (-2.0550, 0.7115, 0.7624)

Calculated values
Energy relative to the best compared isomer or geometry (same formula, charge and spin) ... 642.0 kJ/mol
LUMO level ... -4.10 eV
Net charge ... +1
Spin multiplicity ... 1
HOMO-LUMO gap ... 8.044 eV
E_HOMO ... -12.1420 eV

***

# 4
# C6H14N2O2

2 unconnected molecules or ions with the total composition C6H14N2O2 in a non-equilibrium geometry (ωB97M-V/def2-TZVPD, the Open Molecules 2025 dataset).

Atoms and positions in Å:
C (0.0214, -1.8457, 1.7967)
N (-0.7506, -0.7868, 1.2038)
C (-1.8963, -1.0412, 0.5316)
C (-2.8107, 0.1280, 0.3173)
O (-2.2553, -2.1767, 0.2641)
H (1.0805, -1.7637, 1.5263)
H (0.1037, -1.8109, 2.8808)
H (-0.2615, -2.8219, 1.4307)
H (-0.4068, 0.1309, 1.4382)
H (-3.7810, -0.2197, -0.0300)
H (-2.9535, 0.7627, 1.1915)
H (-2.3739, 0.8402, -0.3990)
C (2.9245, 0.6492, 0.0411)
N (2.0542, 0.7956, -1.1268)
C (0.8054, 1.2786, -0.9647)
C (-0.1605, 1.0835, -2.0949)
O (0.4724, 1.8868, 0.0450)
H (3.5412, 1.5358, 0.1257)
H (2.3481, 0.4120, 0.9252)
H (3.5501, -0.2265, -0.1233)
H (2.1381, 0.1233, -1.8737)
H (-0.7175, 0.1475, -1.9655)
H (-0.9357, 1.8442, -2.0420)
H (0.2637, 1.0745, -3.0979)

Calculated values
Energy relative to the best compared isomer or geometry (same formula, charge and spin) ... 64.8 kJ/mol
LUMO level ... 0.70 eV
Spin multiplicity ... 1
HOMO-LUMO gap ... 10.120 eV
E_HOMO ... -9.4226 eV
SMILES ... CNC(C)=O.CNC(C)=O